(1)
Below is a structure of composition C29H45BCl39F3I3NO8P, with properties calculated with wB97M-V/def2-TZVPD.

ORCA input file:
```
! wB97M-V def2-TZVPD RIJCOSX def2/J DEFGRID3
* xyz -1 1
C 4.9810 1.2737 0.5012
C 3.6927 1.7881 -0.1396
O 2.9061 2.4712 0.8276
C 1.5798 2.4854 0.3073
P 0.3105 3.6734 1.1136
I 0.2772 4.9629 -1.2604
I 2.3627 4.9602 2.0297
I -0.9326 5.7848 1.8695
O -0.9988 2.8256 0.5901
C -1.7581 2.0630 1.5803
C -2.1451 0.8547 0.7230
C -3.0190 -0.2382 1.3435
C -2.4685 -1.6583 1.1072
N -3.5310 -2.6859 1.0225
C -3.0483 2.8968 1.8474
B -3.4984 3.3854 3.2914
O -2.7532 4.0905 4.1899
O -4.8017 3.0802 3.7142
C -0.6918 1.8307 2.6818
C -1.0539 1.4557 4.1177
C -1.4518 0.0106 4.3680
O -2.6604 -0.0237 5.1495
C -3.3250 -1.2459 5.0907
C -2.5250 -2.4147 5.6421
F -1.7731 -3.0104 4.7161
F -3.3318 -3.3512 6.1431
F -1.7028 -2.0244 6.6100
O 0.0323 0.6426 2.1801
C 1.3064 0.4062 2.7495
C 1.4584 -1.0912 3.0969
C 2.1091 -1.3462 4.4560
O 2.3320 -1.7223 2.1324
O 0.2285 2.8619 2.6285
H 5.8270 1.5332 -0.1373
H 4.9707 0.1839 0.5272
H 5.1113 1.6837 1.4980
H 3.8781 2.4494 -0.9946
H 3.1453 0.9330 -0.5575
H 1.6779 2.8069 -0.7297
H 1.1906 1.4624 0.2738
H -1.2461 0.4591 0.2580
H -2.7254 1.2761 -0.0975
H -3.2446 -0.0695 2.3977
H -3.9832 -0.2530 0.8219
H -1.7669 -1.9446 1.8901
H -1.9713 -1.6156 0.1381
H -4.2602 -2.4063 1.6757
H -3.9624 -2.5157 0.1171
H -3.8889 2.3200 1.4619
H -3.0135 3.7847 1.2142
H -1.8070 4.0229 4.0071
H -4.7180 2.4984 4.4772
H -0.1584 1.6514 4.7092
H -1.8068 2.0821 4.5876
H -0.6765 -0.4689 4.9718
H -1.5613 -0.5928 3.4736
H -4.2274 -1.1591 5.6950
H -3.6498 -1.4988 4.0753
H 2.1184 0.6287 2.0559
H 1.5106 0.9934 3.6434
H 0.4874 -1.5837 3.0097
H 2.1734 -0.4403 5.0584
H 3.1160 -1.7094 4.2870
H 1.5357 -2.0759 5.0268
H 1.8618 -1.7502 1.2919
C 2.4798 4.7107 -4.7492
Cl 2.2237 3.0747 -4.1455
Cl 0.9425 5.5505 -4.9715
Cl 3.5464 5.6195 -3.6790
H 2.9577 4.6372 -5.7160
C -1.6761 1.4050 -3.6265
Cl -2.1855 2.4425 -4.9671
Cl -0.3681 0.3142 -4.1190
Cl -1.1686 2.3449 -2.2328
H -2.5187 0.7834 -3.3491
C 2.2605 -3.0802 -1.6940
Cl 1.2714 -4.1084 -0.6467
Cl 1.2498 -1.9546 -2.5950
Cl 3.4772 -2.2221 -0.7521
H 2.7648 -3.7190 -2.4065
C -2.2591 8.3922 -2.5547
Cl -1.1109 7.3572 -3.3944
Cl -3.9195 7.9282 -2.9673
Cl -2.0099 8.3285 -0.8167
H -2.1021 9.4098 -2.8850
C 4.9388 -5.3697 -4.5661
Cl 6.0761 -4.3944 -3.6398
Cl 3.4268 -5.5685 -3.6799
Cl 4.6319 -4.6506 -6.1441
H 5.3725 -6.3506 -4.7134
C 4.6476 -3.0335 7.0438
Cl 6.3213 -2.4721 7.0207
Cl 3.5573 -1.7022 7.4369
Cl 4.2137 -3.7720 5.5049
H 4.5572 -3.7860 7.8149
C 1.7859 -3.2370 -9.1334
Cl 2.9104 -4.4372 -9.7940
Cl 0.1384 -3.5943 -9.6460
Cl 1.9042 -3.1616 -7.3824
H 2.0594 -2.2703 -9.5337
C 1.0024 1.0073 9.0306
Cl -0.3067 0.0608 8.3323
Cl 1.9617 1.7717 7.7634
Cl 0.3798 2.2143 10.1591
H 1.6474 0.3364 9.5823
C -6.3663 2.3203 -1.3588
Cl -5.4410 1.1284 -0.4393
Cl -6.0119 3.9468 -0.7940
Cl -6.0264 2.1646 -3.0859
H -7.4181 2.1241 -1.2020
C 4.2276 -8.5611 -1.1968
Cl 5.9288 -8.0951 -1.1131
Cl 3.1877 -7.1732 -0.9163
Cl 3.8689 -9.3132 -2.7567
H 4.0400 -9.2920 -0.4224
C 5.6887 -6.9502 -8.9701
Cl 6.1799 -7.5679 -7.3948
Cl 7.0652 -6.8666 -10.0689
Cl 4.3948 -7.9299 -9.6559
H 5.3098 -5.9461 -8.8256
C -3.6740 -3.9186 -3.1316
Cl -2.5525 -4.9382 -2.2371
Cl -3.7051 -2.2867 -2.4607
Cl -3.2640 -3.8778 -4.8464
H -4.6656 -4.3385 -3.0327
C -6.4203 7.4218 -6.2949
Cl -5.5443 6.1934 -5.3894
Cl -6.0635 9.0438 -5.7058
Cl -6.0697 7.2983 -8.0236
H -7.4786 7.2460 -6.1591
*
```

Strongest force on any atom ... 0.04659 Eh/bohr
Kohn-Sham gap ... 5.8833 eV
E_HOMO ... -4.6 eV

Here are the Löwdin charges for atoms 1 to 99, given in e: number 1, C, carries -0.05; number 2, C, carries -0.28; number 3, O, carries -0.38; number 4, C, carries -0.43; number 5, P, carries -0.06; number 6, I, carries 0.36; number 7, I, carries 0.42; number 8, I, carries 0.45; number 9, O, carries -0.44; number 10, C, carries -0.33; number 11, C, carries -0.14; number 12, C, carries -0.18; number 13, C, carries -0.26; number 14, N, carries 0.00; number 15, C, carries -0.01; number 16, B, carries -0.70; number 17, O, carries 0.11; number 18, O, carries 0.12; number 19, C, carries -0.42; number 20, C, carries -0.02; number 21, C, carries -0.16; number 22, O, carries -0.10; number 23, C, carries -0.11; number 24, C, carries -0.63; number 25, F, carries 0.15; number 26, F, carries 0.15; number 27, F, carries 0.12; number 28, O, carries -0.11; number 29, C, carries -0.13; number 30, C, carries -0.35; number 31, C, carries -0.09; number 32, O, carries -0.10; number 33, O, carries -0.31; number 34, H, carries 0.07; number 35, H, carries 0.04; number 36, H, carries 0.08; number 37, H, carries 0.12; number 38, H, carries 0.09; number 39, H, carries -0.01; number 40, H, carries 0.09; number 41, H, carries 0.11; number 42, H, carries 0.06; number 43, H, carries 0.10; number 44, H, carries 0.02; number 45, H, carries 0.09; number 46, H, carries 0.10; number 47, H, carries 0.05; number 48, H, carries -0.01; number 49, H, carries 0.06; number 50, H, carries 0.08; number 51, H, carries 0.04; number 52, H, carries 0.09; number 53, H, carries 0.13; number 54, H, carries 0.11; number 55, H, carries 0.11; number 56, H, carries 0.09; number 57, H, carries 0.14; number 58, H, carries 0.13; number 59, H, carries 0.12; number 60, H, carries 0.12; number 61, H, carries 0.13; number 62, H, carries 0.05; number 63, H, carries 0.03; number 64, H, carries 0.07; number 65, H, carries 0.02; number 66, C, carries -1.55; number 67, Cl, carries 0.50; number 68, Cl, carries 0.47; number 69, Cl, carries 0.52; number 70, H, carries 0.00; number 71, C, carries -1.51; number 72, Cl, carries 0.52; number 73, Cl, carries 0.47; number 74, Cl, carries 0.52; number 75, H, carries -0.01; number 76, C, carries -1.55; number 77, Cl, carries 0.53; number 78, Cl, carries 0.52; number 79, Cl, carries 0.60; number 80, H, carries -0.10; number 81, C, carries -1.53; number 82, Cl, carries 0.44; number 83, Cl, carries 0.48; number 84, Cl, carries 0.50; number 85, H, carries 0.01; number 86, C, carries -1.52; number 87, Cl, carries 0.55; number 88, Cl, carries 0.56; number 89, Cl, carries 0.52; number 90, H, carries -0.01; number 91, C, carries -1.53; number 92, Cl, carries 0.52; number 93, Cl, carries 0.55; number 94, Cl, carries 0.57; number 95, H, carries 0.01; number 96, C, carries -1.54; number 97, Cl, carries 0.52; number 98, Cl, carries 0.53; number 99, Cl, carries 0.52

=====

(2)
Below is a cluster of 2 separate species, C25H42F2N3O9P2S3 in total, with properties calculated with wB97M-V/def2-TZVPD.

ORCA input file:
```
! wB97M-V def2-TZVPD RIJCOSX def2/J DEFGRID3
* xyz 1 1
C 1.1286 1.8534 -5.8686
C -0.0758 1.0318 -5.0601
O 0.3523 0.5832 -3.7241
C 1.3868 -0.4512 -3.7931
C 1.5991 -1.3504 -2.4417
O 0.7562 -2.5125 -2.2830
C -0.6415 -2.2798 -1.9567
C -1.4434 -2.3062 -3.4256
S -0.6292 -3.3622 -4.7371
O -0.3890 -2.6027 -6.1010
O -1.6968 -4.4668 -5.1096
C -1.0267 -3.6511 -1.0676
F -1.7010 -4.6450 -1.9848
C -1.8674 -3.3361 0.2991
C -1.8511 -4.5902 1.4083
C -1.6007 -6.0698 0.7835
C -2.9141 -6.7583 0.0536
C -2.5649 -7.6179 -1.2989
O -3.4985 -8.7807 -1.3806
P -3.6679 -3.1251 -0.2433
O -4.3423 -1.7213 -0.0346
N -1.2386 -2.1987 1.0937
P -2.2725 -1.8605 2.4710
S -1.3739 -2.3652 4.1709
C -0.7762 -1.0551 0.2610
N -0.0720 0.0544 0.7492
S 0.4575 0.1822 2.4468
C 0.3366 1.2626 -0.0553
C 1.6113 2.0656 0.6714
C 1.2852 3.5205 1.4295
C 2.4271 4.4586 2.1500
C 3.9795 3.8828 2.1134
C 4.3717 2.4309 1.3802
C 5.9019 1.8266 1.3372
C 3.1633 1.5338 0.6504
N -1.0084 -1.0285 -1.2321
F -2.1658 -0.4573 -1.5945
H 1.8088 1.0104 -6.3691
H 0.6590 2.5840 -6.6652
H 1.8511 2.4353 -5.1317
H -0.4538 0.0903 -5.6685
H -0.9747 1.7776 -4.9394
H 1.2932 -1.1985 -4.6946
H 2.4188 0.1238 -3.9695
H 2.7152 -1.7738 -2.5456
H 1.6141 -0.7597 -1.4334
H -1.5100 -1.2199 -3.9168
H -2.5837 -2.6364 -3.2978
H 0.5083 -4.0738 -4.3362
H -0.0303 -4.2102 -0.7202
H -0.9439 -4.3931 2.1600
H -2.8754 -4.6463 2.0193
H -1.3464 -6.7889 1.7027
H -0.6437 -6.1602 0.0751
H -3.7770 -6.0096 -0.1959
H -3.3767 -7.5395 0.8289
H -2.8666 -6.9210 -2.2193
H -1.4396 -7.9541 -1.3334
H -4.2583 -8.5712 -2.0166
H -4.4841 -4.0779 0.5242
H -3.9387 -3.4820 -1.6438
H -3.5449 -2.5171 2.5372
H -2.5331 -0.4273 2.6090
H 0.9740 -1.1145 2.7463
H -0.5724 2.0334 0.0211
H 0.5287 1.1002 -1.1873
H 0.1430 3.8597 1.3765
H 2.0868 5.4657 2.6387
H 4.8101 4.5461 2.6166
H 5.8473 0.7323 0.8703
H 6.6427 2.4308 0.6518
H 6.3848 1.6717 2.4137
H 3.3732 0.5128 0.0997
C -1.0074 8.2410 5.0840
C 0.4846 7.9821 5.1217
C 1.2424 8.9468 5.9823
O 2.5349 8.9170 5.4026
C 2.3568 8.5955 4.0851
O 3.2273 8.6625 3.2345
O 1.0714 8.1930 3.8480
H -1.4924 7.5673 4.3698
H -1.4585 8.0911 6.0692
H -1.2253 9.2609 4.7486
H 0.6785 6.9427 5.4130
H 1.2792 8.6335 7.0293
H 0.8636 9.9737 5.9284
*
```

Strongest force on any atom ... 0.18490 Eh/bohr
Kohn-Sham gap ... 5.7531 eV
E_HOMO ... -11.1 eV

Löwdin charges in e: number 1, C, carries -0.10; number 2, C, carries -0.23; number 3, O, carries -0.25; number 4, C, carries -0.17; number 5, C, carries -0.13; number 6, O, carries -0.16; number 7, C, carries -0.31; number 8, C, carries -0.13; number 9, S, carries 0.84; number 10, O, carries -0.41; number 11, O, carries -0.44; number 12, C, carries -0.08; number 13, F, carries -0.09; number 14, C, carries -0.47; number 15, C, carries -0.20; number 16, C, carries -0.19; number 17, C, carries -0.18; number 18, C, carries -0.23; number 19, O, carries -0.14; number 20, P, carries 0.80; number 21, O, carries -0.50; number 22, N, carries -0.19; number 23, P, carries 0.39; number 24, S, carries 0.13; number 25, C, carries -0.12; number 26, N, carries -0.32; number 27, S, carries 0.85; number 28, C, carries -0.17; number 29, C, carries -0.22; number 30, C, carries -0.03; number 31, C, carries -0.02; number 32, C, carries 0.01; number 33, C, carries -0.15; number 34, C, carries -0.13; number 35, C, carries 0.00; number 36, N, carries -0.02; number 37, F, carries 0.06; number 38, H, carries 0.09; number 39, H, carries 0.09; number 40, H, carries 0.09; number 41, H, carries 0.12; number 42, H, carries 0.13; number 43, H, carries 0.13; number 44, H, carries 0.15; number 45, H, carries 0.17; number 46, H, carries 0.11; number 47, H, carries 0.13; number 48, H, carries 0.13; number 49, H, carries 0.11; number 50, H, carries 0.18; number 51, H, carries 0.11; number 52, H, carries 0.12; number 53, H, carries 0.14; number 54, H, carries 0.12; number 55, H, carries 0.08; number 56, H, carries 0.13; number 57, H, carries 0.13; number 58, H, carries 0.13; number 59, H, carries 0.11; number 60, H, carries 0.05; number 61, H, carries 0.06; number 62, H, carries 0.02; number 63, H, carries 0.02; number 64, H, carries -0.05; number 65, H, carries 0.15; number 66, H, carries 0.12; number 67, H, carries 0.09; number 68, H, carries 0.09; number 69, H, carries 0.10; number 70, H, carries 0.08; number 71, H, carries 0.09; number 72, H, carries 0.10; number 73, H, carries 0.09; number 74, C, carries -0.02; number 75, C, carries -0.36; number 76, C, carries -0.11; number 77, O, carries 0.07; number 78, C, carries -0.51; number 79, O, carries 0.13; number 80, O, carries 0.07; number 81, H, carries 0.09; number 82, H, carries 0.09; number 83, H, carries 0.09; number 84, H, carries 0.16; number 85, H, carries 0.15; number 86, H, carries 0.15

=====

The lowest E_HOMO belongs to which entry?
C25H42F2N3O9P2S3

=====

What is the Kohn-Sham gap in the first record?
5.8833 eV

=====

Number 2 is which compound?
C25H42F2N3O9P2S3